11
Properties=species:S:1:pos:R:3:lowdin_charge:R:1 method="wB97M-V/def2-TZVPD" total_energy_ev=-7661.241 gap_ev=10.5943 largest_force_ev_per_a=0.441 lumo_ev=0.9 de_lowest_ev=1.2150 smiles=Cn1ccnn1
C 0.60276 1.55541 0.07795 -0.020
N -0.04669 0.27170 -0.12893 -0.213
C 0.28719 -0.93364 0.38575 -0.076
C -0.71975 -1.76615 -0.05311 -0.156
N -1.58182 -1.03760 -0.81111 -0.016
N -1.17311 0.19340 -0.84777 0.012
H 0.47095 2.14781 -0.82732 0.086
H 0.13441 2.07081 0.92079 0.089
H 1.67395 1.42484 0.27067 0.090
H 1.20294 -1.09253 0.93590 0.113
H -0.85083 -2.83404 0.07717 0.091


11
Properties=species:S:1:pos:R:3:lowdin_charge:R:1 method="wB97M-V/def2-TZVPD" total_energy_ev=-7660.559 gap_ev=10.8893 largest_force_ev_per_a=2.644 lumo_ev=1.0 de_lowest_ev=1.8967 smiles=Cc1cn[nH]n1
C 0.60969 -1.39450 -0.81633 -0.049
C 0.16813 -0.00723 -0.34947 -0.324
N 0.40564 1.21478 -0.73979 0.105
N -0.43086 2.05607 0.21548 -0.063
N -0.96926 1.29041 1.16260 -0.027
C -0.72665 0.05422 0.90029 -0.109
H 1.02735 -1.88978 0.07057 0.076
H -0.28818 -1.96353 -1.08975 0.077
H 1.33588 -1.51458 -1.63011 0.075
H 0.05572 2.82884 0.68620 0.130
H -1.18746 -0.67471 1.59031 0.108


11
Properties=species:S:1:pos:R:3:lowdin_charge:R:1 method="wB97M-V/def2-TZVPD" total_energy_ev=-7660.348 gap_ev=9.6562 largest_force_ev_per_a=0.374 lumo_ev=0.1 de_lowest_ev=2.1080 smiles="N[C@H]1C=CN=N1"
N 1.68281 0.39664 -0.62243 0.052
C 0.48400 -0.34278 -0.30420 -0.444
C -0.36290 -0.00011 0.88848 -0.035
C -1.62122 -0.03792 0.45331 -0.120
N -1.65282 -0.30401 -0.95954 0.006
N -0.49219 -0.39792 -1.41284 0.035
H 2.31125 0.38826 0.17592 0.074
H 1.46590 1.36652 -0.82622 0.077
H -0.00771 0.22629 1.88646 0.102
H -2.55723 0.11693 0.97465 0.095
H 0.75011 -1.41190 -0.25361 0.157


11
Properties=species:S:1:pos:R:3:lowdin_charge:R:1 method="wB97M-V/def2-TZVPD" total_energy_ev=-7661.534 gap_ev=10.5795 largest_force_ev_per_a=1.156 lumo_ev=0.6 de_lowest_ev=0.9213
C 1.65688 -0.40195 0.16496 -0.136
N 0.34119 -0.92410 -0.13252 0.022
C -0.67142 -0.15883 -0.15971 -0.460
N -0.78371 1.19995 0.05039 0.139
C -1.92972 -0.80060 -0.53999 -0.146
N -2.91321 -1.32308 -0.85173 0.157
H 2.37867 -1.20948 0.01730 0.070
H 1.93898 0.42947 -0.49722 0.081
H 1.75164 -0.06221 1.20693 0.081
H -0.05721 1.67420 0.56486 0.092
H -1.71210 1.57664 0.17673 0.100


11
Properties=species:S:1:pos:R:3:lowdin_charge:R:1 method="wB97M-V/def2-TZVPD" total_energy_ev=-7656.689 gap_ev=9.0500 largest_force_ev_per_a=0.804 lumo_ev=1.1 de_lowest_ev=5.7664
C 1.09590 0.54182 -1.14984 -0.039
C -0.04721 -0.19728 -0.58998 -0.283
N 0.33128 0.03285 2.07689 0.079
N -0.77651 0.20461 1.68471 -0.216
N -1.25489 0.10666 0.20800 -0.003
C -0.82538 -1.18312 -0.34797 -0.001
H 1.90600 0.54283 -0.41441 0.079
H 1.44976 0.06811 -2.07011 0.081
H 0.81684 1.57851 -1.36297 0.085
H -1.59482 0.51851 2.23838 0.120
H -1.18496 -2.19732 -0.36866 0.099


11
Properties=species:S:1:pos:R:3:lowdin_charge:R:1 method="wB97M-V/def2-TZVPD" total_energy_ev=-7660.100 gap_ev=9.8104 largest_force_ev_per_a=2.168 lumo_ev=0.8 de_lowest_ev=2.3559
N 1.23695 -1.59520 -0.34612 0.133
C 0.41058 -0.66108 -0.13317 -0.414
C 0.51173 0.77894 0.35782 -0.104
N -0.92022 1.20550 0.45969 -0.049
C -1.75804 0.17160 0.07128 -0.131
N -0.96701 -0.83969 -0.30713 0.039
H 2.19029 -1.29981 -0.14926 0.050
H 0.99782 0.81104 1.34631 0.122
H 1.10600 1.40270 -0.31414 0.118
H -1.45337 1.70815 -0.29029 0.107
H -1.35474 -1.68215 -0.69499 0.128